(1)
The following is a quantum chemistry calculation of a structure of composition C11H14BN7NiO at a distorted geometry, from the Open Molecules 2025 dataset.

The geometry in XYZ format:
```
35
Properties=species:S:1:pos:R:3
H 1.86 -0.30 2.04
N 1.34 -0.89 0.06
B 1.11 -2.15 -2.15
N 1.65 -2.03 -0.69
C 2.42 -2.85 0.04
Ni 0.30 0.67 -0.64
H 2.76 -3.78 -0.40
C 2.63 -2.27 1.28
H 3.21 -2.67 2.10
C 1.95 -1.05 1.26
H 1.56 -3.08 -2.73
C -0.64 2.19 -1.01
H 0.22 2.56 -0.43
H -1.55 2.43 -0.47
H -0.63 2.65 -2.00
N 1.50 -0.78 -2.78
N -0.44 -2.19 -2.03
N 1.20 0.44 -2.12
N -1.08 -1.18 -1.35
C 2.22 -0.51 -3.89
C -1.34 -3.12 -2.43
H 2.56 -1.33 -4.51
H -1.02 -3.98 -2.98
C 2.40 0.87 -3.99
C -2.60 -2.70 -1.99
C 1.75 1.43 -2.88
C -2.38 -1.48 -1.31
H 2.93 1.40 -4.76
H -3.54 -3.19 -2.14
H 1.65 2.47 -2.61
H -3.11 -0.85 -0.81
H -0.87 0.81 -1.29
O -1.04 1.16 3.40
C -0.62 1.04 2.29
N -0.19 0.93 1.18
```

Properties
Lowest unoccupied orbital energy (spin up / spin down): 0.52 / -0.76 eV
Multiplicity: 3
HOMO-LUMO gap (spin up / spin down): 9.0 / 8.0 eV
Energy above the lowest of the compared OMol25 structures with the same formula, charge and spin: 305.5 kJ/mol
⟨S²⟩: 2.008
Charge: 0

(2)
The following is a quantum chemistry calculation of a structure of composition C11H14Br6O9 at a distorted geometry, from the Open Molecules 2025 dataset.

The geometry in XYZ format:
```
40
Properties=species:S:1:pos:R:3
C 1.27 -0.76 -1.64
Br 2.10 -2.19 -0.51
Br -0.19 -1.40 -2.74
Br 2.49 0.43 -2.66
H 0.83 -0.05 -0.93
C -0.57 -0.24 -5.75
Br -2.34 -1.05 -5.59
Br -0.41 1.26 -7.03
Br 0.81 -1.59 -6.04
H -0.31 0.25 -4.81
C -2.09 -3.58 -0.01
C -1.50 -2.91 1.31
O -1.67 -1.59 1.11
C -2.04 -1.27 0.00
O -2.12 -0.18 -0.49
O -2.24 -2.33 -0.70
H -2.96 -4.14 0.33
H -1.30 -4.16 -0.49
H -0.44 -3.15 1.37
H -1.99 -3.23 2.23
C -0.88 4.22 0.19
C -0.87 2.70 0.12
O 0.49 2.37 0.16
C 1.22 3.34 0.48
O 2.45 3.22 0.59
O 0.49 4.46 0.47
H -1.64 4.43 0.94
H -1.21 4.70 -0.73
H -1.27 2.30 -0.81
H -1.37 2.24 0.97
C 1.56 -0.31 2.12
C 1.10 0.54 3.25
O 1.83 -0.05 4.30
C 2.72 -0.92 3.92
O 3.44 -1.40 4.77
O 2.71 -1.04 2.62
H 1.83 0.28 1.25
H 0.77 -1.06 2.02
H 0.06 0.26 3.44
H 1.25 1.59 3.00
```

Properties
Lowest unoccupied orbital energy (spin up / spin down): 2.15 / 2.15 eV
Multiplicity: 2
HOMO-LUMO gap (spin up / spin down): 3.5 / 8.0 eV
⟨S²⟩: 0.755
Charge: -1

(3)
The following is a quantum chemistry calculation of a structure of composition C11H14ClI3O7Pd, from the Open Molecules 2025 dataset.

The geometry in XYZ format:
```
37
Properties=species:S:1:pos:R:3
Pd -0.20 0.80 0.33
O 2.44 2.26 1.32
Cl 2.29 0.89 1.76
O 3.40 0.48 2.54
O 2.13 0.03 0.59
O 1.04 0.76 2.52
I -2.50 0.83 -1.10
I -4.28 2.60 -0.17
C 1.02 2.60 -1.85
C 0.69 3.53 -0.71
O -0.24 2.90 0.20
C -0.45 3.70 1.39
C -1.48 3.07 2.29
H 1.72 3.10 -2.52
H 0.14 2.34 -2.43
H 1.50 1.69 -1.49
H 0.20 4.44 -1.05
H 1.58 3.78 -0.14
H -0.80 4.68 1.03
H 0.51 3.82 1.89
H -2.46 3.03 1.82
H -1.56 3.69 3.19
H -1.18 2.08 2.61
I 0.09 -7.98 -0.99
C -0.09 -5.90 -0.92
C -0.59 -5.22 -2.03
C -0.70 -3.84 -1.98
C -0.33 -3.15 -0.83
C 0.16 -3.84 0.27
C 0.29 -5.22 0.23
C -0.47 -1.67 -0.80
O -0.63 -1.03 -1.84
O -0.42 -1.14 0.37
H -0.88 -5.76 -2.92
H -1.07 -3.29 -2.83
H 0.46 -3.29 1.16
H 0.68 -5.76 1.08
```

Properties
Lowest unoccupied orbital energy (spin up / spin down): -2.57 / -2.57 eV
HOMO-LUMO gap (spin up / spin down): 6.5 / 6.5 eV
Energy above the lowest of the compared OMol25 structures with the same formula, charge and spin: 56.8 kJ/mol
Charge: 0

(4)
The following is a quantum chemistry calculation of a cluster of 2 separate species, C11H14ClNO2 in total at a distorted geometry, from the Open Molecules 2025 dataset.

The geometry in XYZ format:
```
29
Properties=species:S:1:pos:R:3
C 0.69 -0.05 -4.59
C 1.48 -0.02 -3.46
C -0.62 -0.70 -4.60
C 1.02 -0.73 -2.37
C -1.02 -1.38 -3.51
C -0.28 -1.28 -2.29
C 1.46 -0.28 2.37
C -0.11 1.67 3.97
C -2.01 1.42 2.26
C -0.65 -1.88 -1.04
C 0.32 0.46 1.97
N -0.59 1.09 2.72
O 2.26 -0.79 1.52
O 1.84 -0.49 3.68
Cl -2.18 -2.66 -0.69
H 1.07 0.57 -5.46
H 2.44 0.37 -3.44
H -1.25 -0.49 -5.44
H 1.76 -0.67 -1.54
H -2.05 -1.78 -3.52
H 0.93 1.19 4.15
H 0.06 2.81 3.81
H -0.83 1.50 4.82
H -1.91 2.41 1.85
H -2.36 0.74 1.54
H -2.57 1.36 3.22
H 0.21 -1.93 -0.49
H 0.17 0.35 0.93
H 2.72 -0.81 3.63
```

Properties
Lowest unoccupied orbital energy (spin up / spin down): -0.11 / -0.54 eV
HOMO-LUMO gap (spin up / spin down): 7.1 / 6.7 eV
Energy above the lowest of the compared OMol25 structures with the same formula, charge and spin: 231.6 kJ/mol
Charge: 0

(5)
The following is a quantum chemistry calculation of a cluster of 2 separate species, C11H14ClOP in total at a distorted geometry, from the Open Molecules 2025 dataset.

The geometry in XYZ format:
```
28
Properties=species:S:1:pos:R:3
C 3.00 0.67 0.37
C 3.07 -0.72 0.49
C 2.83 1.24 -0.93
C 2.82 -1.58 -0.56
C 2.61 0.45 -2.07
C 2.56 -1.01 -1.87
C 2.37 -1.67 -3.00
C -0.99 -1.65 0.34
C 0.09 -1.19 2.55
C -2.10 -0.02 1.82
C -0.74 -0.58 1.39
O 2.04 -2.21 -3.98
P 0.06 0.92 0.50
Cl 0.54 1.97 2.19
H 3.36 1.28 1.08
H 3.29 -1.24 1.39
H 2.97 2.29 -1.09
H 2.61 -2.62 -0.29
H 2.50 0.86 -3.06
H -1.30 -2.57 0.85
H -1.81 -1.22 -0.35
H -0.13 -1.88 -0.29
H -0.55 -1.97 3.07
H 0.16 -0.34 3.30
H 0.96 -1.41 1.93
H -2.43 -0.80 2.55
H -1.83 0.92 2.31
H -2.82 0.13 1.03
```

Properties
Lowest unoccupied orbital energy (spin up / spin down): -0.50 / -0.38 eV
HOMO-LUMO gap (spin up / spin down): 6.1 / 7.1 eV
Energy above the lowest of the compared OMol25 structures with the same formula, charge and spin: 250.6 kJ/mol
Charge: 0

(6)
The following is a quantum chemistry calculation of a structure of composition C11H14F2N4PdS, from the Open Molecules 2025 dataset.

The geometry in XYZ format:
```
33
Properties=species:S:1:pos:R:3
Pd 0.17 -1.85 -0.46
C 3.66 2.52 1.50
C 3.75 2.18 0.02
N 3.61 0.75 -0.24
C 2.44 0.10 -0.26
S 2.44 -1.61 -0.55
N 1.33 0.85 -0.05
N 0.24 0.12 -0.06
C -1.00 0.76 0.08
C -1.06 2.23 0.34
C -2.10 -0.08 -0.06
C -3.44 0.38 0.04
C -4.48 -0.50 -0.09
C -4.21 -1.86 -0.30
C -2.88 -2.26 -0.39
N -1.85 -1.43 -0.29
H 3.76 3.60 1.64
H 4.44 2.02 2.06
H 2.69 2.21 1.90
H 4.71 2.48 -0.39
H 2.97 2.71 -0.54
H 4.43 0.20 -0.42
H -0.21 2.52 0.95
H -1.98 2.52 0.83
H -0.98 2.78 -0.60
H -3.64 1.43 0.20
H -5.50 -0.16 -0.02
H -4.99 -2.59 -0.39
H -2.63 -3.30 -0.55
F 1.29 -4.46 -0.83
C 0.09 -3.79 -0.94
F -0.80 -4.50 -0.14
H -0.26 -3.96 -1.97
```

Properties
Lowest unoccupied orbital energy (spin up / spin down): 0.63 / -2.32 eV
Multiplicity: 3
HOMO-LUMO gap (spin up / spin down): 6.9 / 6.0 eV
Energy above the lowest of the compared OMol25 structures with the same formula, charge and spin: 0.0 kJ/mol
⟨S²⟩: 2.030
Charge: 0

(7)
The following is a quantum chemistry calculation of a structure of composition C11H14IrNO4S2SbSe4 at a distorted geometry, from the Open Molecules 2025 dataset.

The geometry in XYZ format:
```
38
Properties=species:S:1:pos:R:3
Ir -0.30 0.47 -1.25
C -2.51 -1.27 0.69
O -2.55 -0.41 -0.43
C -3.56 0.59 -0.38
C -2.96 1.97 -0.09
O -1.98 2.27 -1.07
C -2.50 2.95 -2.21
H -3.52 -1.64 0.91
H -2.09 -0.78 1.58
H -1.88 -2.12 0.42
H -4.31 0.34 0.38
H -4.03 0.59 -1.37
H -2.45 1.96 0.88
H -3.74 2.73 -0.07
H -2.75 3.98 -1.95
H -3.38 2.44 -2.62
H -1.71 2.95 -2.96
O 2.08 -2.79 -0.62
S 2.63 -1.50 -0.36
O 3.54 -0.95 -1.31
N 1.37 -0.43 -0.13
C 1.33 0.06 1.09
S 0.13 1.16 1.46
C 2.38 -0.42 1.97
C 2.60 -0.07 3.30
C 3.70 -0.62 3.94
C 4.54 -1.51 3.28
C 4.32 -1.85 1.95
C 3.23 -1.31 1.32
H 1.94 0.62 3.80
H 3.90 -0.36 4.96
H 5.39 -1.93 3.80
H 4.97 -2.53 1.42
Se 0.86 1.43 -3.10
Sb -0.47 -0.57 -4.28
Se -0.45 -2.02 -2.15
Se 0.94 -1.58 -5.99
Se -2.72 0.16 -4.80
```

Properties
Lowest unoccupied orbital energy (spin up / spin down): -2.11 / -3.23 eV
Multiplicity: 2
HOMO-LUMO gap (spin up / spin down): 5.4 / 4.3 eV
⟨S²⟩: 0.790
Charge: 0

(8)
The following is a quantum chemistry calculation of the ion C11H14N with charge +1, from the Open Molecules 2025 dataset.

The geometry in XYZ format:
```
26
Properties=species:S:1:pos:R:3
C -0.40 -2.87 -1.16
C -1.69 -2.35 -1.16
C 0.64 -2.12 -0.65
C -1.91 -1.10 -0.64
C 0.45 -0.84 -0.14
C -0.87 -0.31 -0.12
C 2.34 -0.44 1.40
C 1.71 -0.15 0.27
C -1.19 0.97 0.46
C 2.33 0.72 -0.80
C -2.57 1.50 0.47
N -0.26 1.69 1.02
H -0.21 -3.86 -1.55
H -2.51 -2.93 -1.55
H 1.65 -2.52 -0.67
H -2.92 -0.72 -0.64
H 3.30 -0.01 1.64
H 1.81 0.60 -1.75
H 3.36 0.43 -0.95
H 2.32 1.77 -0.53
H -2.61 2.49 0.91
H -3.21 0.84 1.06
H -2.99 1.53 -0.53
H 1.91 -1.09 2.14
H -0.47 2.58 1.45
H 0.70 1.34 1.07
```

Properties
Lowest unoccupied orbital energy: -4.61 eV
SMILES string: C=C(C)c1ccccc1C(C)=[NH2+]
HOMO-LUMO gap: 8.7 eV
Energy above the lowest of the compared OMol25 structures with the same formula, charge and spin: 0.0 kJ/mol
Charge: +1